Below is a molecular structure, C62H55FGeNO9PY, with properties calculated with ωB97M-V/def2-TZVPD.

The energy relative to the best compared isomer or geometry (same formula, charge and spin) is 24.75 kcal/mol. Its maximum force is 1.63 eV/Å. Its net charge is +1. The HOMO energy comes out at -10.50 eV.

Each line ends with the Mulliken charge.
CARTESIAN COORDINATES (ANGSTROEM)
Y: -0.487 0.666 -0.880  -0.45
C: -2.310 5.014 -0.957  -2.22
C: -1.246 3.957 -1.105  0.21
O: -1.378 2.877 -0.521  -0.52
C: -0.111 4.257 -1.968  1.47
C: 0.272 5.577 -2.262  -0.75
C: 1.334 5.846 -3.090  -1.06
C: 2.027 4.793 -3.685  -0.79
C: 1.662 3.492 -3.437  -0.77
C: 0.606 3.181 -2.563  0.14
O: 0.270 1.922 -2.374  0.71
H: -3.181 4.571 -0.482  0.41
H: -2.581 5.412 -1.931  0.44
H: -1.949 5.835 -0.341  0.48
H: -0.269 6.394 -1.812  0.44
H: 1.634 6.864 -3.286  0.41
H: 2.850 5.000 -4.351  0.47
H: 2.179 2.661 -3.893  0.51
O: 1.875 0.295 -3.800  -0.79
C: 1.872 -0.402 -2.768  0.67
O: 0.803 -0.716 -2.174  -0.35
C: 3.156 -0.926 -2.263  -0.31
C: 4.113 -1.363 -3.176  -0.64
C: 5.318 -1.861 -2.721  -0.83
C: 5.569 -1.913 -1.358  -1.00
C: 4.621 -1.470 -0.454  -0.36
C: 3.392 -0.982 -0.891  -0.02
P: 2.135 -0.372 0.324  2.59
C: 2.130 -1.904 1.352  0.67
C: 3.089 -2.215 2.312  -0.18
C: 3.021 -3.409 3.008  -1.14
C: 1.998 -4.307 2.761  -0.80
C: 1.044 -4.012 1.799  -0.70
C: 1.116 -2.822 1.097  0.15
C: 3.276 0.715 1.274  0.35
C: 4.181 1.522 0.587  -1.01
C: 5.025 2.375 1.275  -0.94
C: 4.981 2.433 2.658  -0.93
C: 4.056 1.666 3.345  -1.00
C: 3.193 0.832 2.657  -0.31
H: 3.892 -1.312 -4.230  0.65
H: 6.062 -2.206 -3.423  0.43
H: 6.509 -2.299 -0.993  0.48
H: 4.838 -1.503 0.602  0.41
H: 3.885 -1.525 2.541  0.49
H: 3.775 -3.642 3.747  0.44
H: 1.947 -5.230 3.318  0.47
H: 0.253 -4.718 1.597  0.51
H: 0.369 -2.570 0.355  -0.40
H: 4.230 1.480 -0.493  0.46
H: 5.719 2.995 0.727  0.46
H: 5.661 3.076 3.196  0.41
H: 4.000 1.716 4.421  0.56
H: 2.459 0.258 3.203  0.43
C: -5.992 -3.435 2.358  -1.66
C: -5.068 -2.965 3.481  0.39
C: -4.575 -4.164 4.286  -1.03
C: -3.623 -3.703 5.380  -1.25
C: -2.467 -2.985 4.754  0.89
C: -1.226 -2.981 5.352  -0.92
C: -0.180 -2.264 4.779  -0.26
F: 1.010 -2.234 5.402  -0.42
C: -0.345 -1.576 3.608  0.57
C: -1.589 -1.582 2.969  0.63
C: -1.734 -0.833 1.723  0.22
O: -0.734 -0.299 1.165  0.71
C: -3.071 -0.754 1.256  -0.92
C: -4.074 -1.425 1.895  -0.55
N: -3.912 -2.227 2.953  0.29
C: -2.672 -2.278 3.551  -0.21
C: -3.480 0.036 0.008  -0.13
O: -4.677 0.127 -0.220  -0.77
O: -2.537 0.492 -0.704  1.00
H: -6.745 -4.098 2.775  0.43
H: -5.424 -3.972 1.602  0.35
H: -6.517 -2.618 1.874  0.51
H: -5.624 -2.289 4.145  0.12
H: -4.053 -4.857 3.624  0.33
H: -5.431 -4.684 4.715  0.41
H: -3.267 -4.550 5.965  0.47
H: -4.143 -3.022 6.061  0.32
H: -1.060 -3.513 6.274  0.54
H: 0.462 -1.024 3.158  0.11
H: -5.067 -1.289 1.492  0.77
Ge: -0.214 0.502 -4.244  2.17
C: 0.143 -0.990 -5.544  0.15
C: -0.033 -2.355 -5.362  0.19
C: 0.363 -3.248 -6.348  -0.93
C: 0.945 -2.788 -7.515  -0.49
C: 1.125 -1.428 -7.707  -0.75
C: 0.724 -0.543 -6.724  -0.76
C: -2.072 0.587 -3.502  -0.20
C: -2.918 -0.515 -3.480  -0.05
C: -4.269 -0.346 -3.233  -0.47
C: -4.788 0.916 -3.002  -0.77
C: -3.955 2.019 -3.050  -0.54
C: -2.606 1.857 -3.313  -0.38
H: 0.046 1.767 -5.079  -0.36
H: -0.472 -2.734 -4.448  0.27
H: 0.222 -4.310 -6.202  0.44
H: 1.267 -3.485 -8.274  0.40
H: 1.578 -1.058 -8.615  0.42
H: 0.869 0.520 -6.864  0.34
H: -2.527 -1.501 -3.685  0.31
H: -4.928 -1.200 -3.213  0.41
H: -5.840 1.040 -2.796  0.41
H: -4.354 3.008 -2.882  0.43
H: -1.968 2.727 -3.402  0.62
C: 2.148 4.274 0.655  -1.97
C: 1.323 3.134 1.176  0.94
O: 0.943 2.237 0.425  1.56
C: 1.039 3.100 2.619  0.23
C: 0.218 2.084 3.114  0.56
C: 0.029 1.931 4.474  -0.48
C: 0.652 2.798 5.360  -0.88
C: 1.434 3.834 4.878  -0.95
C: 1.627 3.992 3.520  -0.59
H: 2.281 4.161 -0.416  0.08
H: 3.118 4.263 1.143  0.54
H: 1.671 5.227 0.866  0.46
H: -0.264 1.424 2.408  -0.14
H: -0.597 1.133 4.843  0.57
H: 0.523 2.668 6.424  0.45
H: 1.903 4.520 5.566  0.44
H: 2.239 4.805 3.167  0.49
C: -2.274 -2.987 -1.220  -1.09
O: -1.281 -1.983 -1.354  0.03
H: -2.058 -3.636 -0.363  0.19
H: -2.349 -3.605 -2.120  0.43
H: -3.225 -2.482 -1.058  0.27
H: -0.504 -2.377 -1.777  -0.02